Model one:
A 40-piece molecular cluster, H80O40 overall. Source: the OMol25 dataset; level of theory: ωB97M-V/def2-TZVPD.

Last column: Mulliken charge in e.
CARTESIAN COORDINATES (ANGSTROEM)
O -1.31 -6.02 0.54  -0.55
O -2.11 1.78 -3.25  -0.64
H 2.12 3.56 -2.15  0.38
H -3.09 0.17 1.31  0.12
H -1.31 -2.29 0.84  -0.18
H -0.05 -0.94 -0.08  -0.30
H -1.21 2.12 -3.70  0.32
H 0.63 -4.16 3.41  0.31
H -1.21 0.12 -3.76  0.44
H -4.39 -2.04 2.18  0.20
H -3.97 -4.38 0.72  0.36
O -2.95 -4.10 0.61  -0.66
O -2.68 5.14 -1.62  -0.68
H -0.75 2.18 -1.32  0.11
O -2.82 3.11 4.29  -0.70
O -5.12 -1.88 2.79  -0.60
H 0.68 -6.30 -1.66  0.30
H 0.84 -3.08 -5.10  0.28
H 1.54 1.80 1.98  0.07
H -3.89 3.20 0.94  0.23
H 3.73 -4.00 0.03  0.45
H -3.19 4.48 -1.01  0.40
H 1.60 -1.15 -1.99  0.55
H 2.78 1.45 0.32  -0.08
O 0.60 -4.67 4.16  -0.62
H -5.72 2.20 3.32  0.26
H 2.23 -1.62 4.92  0.29
H -2.60 -2.99 1.81  0.36
O 0.74 2.02 -4.41  -0.66
O -1.99 -0.73 3.69  -0.49
O 2.32 -3.51 -0.23  -0.58
H -2.55 1.40 1.69  0.17
H -0.98 3.57 0.61  0.33
H 5.44 -1.27 -2.57  0.31
H -4.70 -1.85 -1.75  0.31
O 0.91 -6.10 -0.71  -0.62
H 5.00 0.14 2.26  0.20
O 2.63 -3.34 -3.89  -0.58
H 0.17 0.31 -3.25  0.14
H 2.09 -1.04 3.44  0.31
O 2.24 2.23 2.16  -0.52
H 0.17 0.91 -1.07  0.24
H 3.74 5.18 -0.24  0.29
H 3.25 -0.03 0.08  0.02
H -0.42 3.61 5.75  0.31
O 2.52 3.45 -3.15  -0.74
H 1.69 -3.30 -0.88  0.24
O 2.68 -0.17 -2.80  -0.40
H -4.33 2.78 3.22  0.32
H -4.76 1.20 -1.19  0.31
H 6.41 -0.28 -2.15  0.30
H -2.92 -3.85 -0.31  0.00
O -5.18 2.65 2.75  -0.58
H 5.33 3.06 1.51  0.36
H 1.52 -0.82 0.61  -0.37
O 2.52 -1.72 3.98  -0.62
O 2.66 0.70 -0.23  0.14
H -1.41 5.55 0.19  0.48
H -1.95 -3.41 -2.15  0.27
H -0.75 -6.81 0.65  0.29
O -0.21 2.73 5.23  -0.53
H 3.33 0.32 -2.43  0.13
H -1.28 -0.11 -1.78  -0.18
O -0.52 -0.34 -3.29  -0.55
H 5.88 -1.70 0.14  0.34
H -1.00 1.65 3.62  0.17
H -1.41 3.45 1.92  -0.03
O 4.52 0.68 1.67  -0.41
O -2.82 -3.49 -2.50  -0.58
H 0.20 -1.49 -1.94  0.09
H -5.23 2.57 0.59  0.33
O -4.53 3.09 0.17  -0.72
H -5.89 -1.96 2.18  0.30
O 4.69 -4.16 -0.08  -0.64
H -2.09 3.37 3.65  0.29
H 4.53 4.37 -1.11  0.30
H -1.91 -1.52 3.12  0.32
O -0.92 6.33 0.15  -0.68
O 5.81 -0.31 -2.77  -0.62
H -2.66 -0.83 4.40  0.23
H 5.05 1.52 1.47  0.09
H -1.64 -5.90 1.44  0.28
O -1.61 3.99 1.19  -0.59
H -2.30 5.85 -1.04  0.29
O 0.03 1.82 -0.83  -0.02
H 1.52 -4.60 4.55  0.31
H 2.13 4.23 -3.58  0.32
H 1.27 2.43 -3.64  0.45
O 1.03 -2.06 -1.90  -0.28
H 5.94 2.92 0.02  0.32
H -0.53 1.05 2.42  -0.38
H -2.53 2.56 -2.82  0.24
O 5.80 -0.78 -0.23  -0.58
O 5.99 3.35 0.90  -0.60
H 0.45 2.33 5.83  0.25
H 1.29 1.87 -5.15  0.23
O 3.76 5.10 -1.17  -0.59
H 4.55 -4.99 -0.50  0.28
O -4.73 -1.89 -0.72  -0.56
O 0.62 -0.73 0.65  1.16
H 2.09 3.18 1.97  0.29
O -3.35 1.14 1.13  0.12
O -1.51 -0.80 -1.13  0.42
H 1.85 -3.26 0.55  0.21
H 0.53 -5.30 -0.28  0.32
H -5.41 1.45 -2.55  0.25
H 3.17 -0.85 -3.31  0.15
H -2.36 2.55 5.02  0.33
O -5.28 0.82 -1.90  -0.58
H 4.84 -0.79 -0.70  0.27
H -0.20 -2.21 -5.11  0.29
H 3.03 -2.49 -3.98  0.29
O -0.83 1.95 2.71  0.09
H -5.60 -1.83 -0.45  0.20
H -2.36 -1.03 -0.95  -0.22
O 0.10 -2.96 -5.51  -0.61
H -3.49 -3.35 -1.72  0.36
H 1.69 -3.14 -4.11  0.15
H -0.19 6.31 0.61  0.25
O -1.73 -2.32 1.76  -0.37

Summary:
**Frontier orbital gap**: 0.354 Eh
**Charge**: 0
**E_LUMO**: -0.6 eV
**M**: 720.6 g/mol
**HOMO**: -10.25 eV

Model two:
A 40-piece molecular cluster, H80O40 overall. Source: the OMol25 dataset; level of theory: ωB97M-V/def2-TZVPD.

Last column: Mulliken charge in e.
CARTESIAN COORDINATES (ANGSTROEM)
H -2.87 2.44 -3.67  0.29
H -0.40 1.62 -5.57  0.32
H 1.34 2.38 -2.70  0.13
H 3.19 -0.72 5.26  0.30
O 0.32 1.45 -6.20  -0.69
H -2.02 -4.45 4.12  0.31
H 3.93 -0.32 -1.75  0.18
O -1.91 -5.18 3.46  -0.65
H 0.15 4.43 3.55  0.27
O 4.03 -2.70 2.41  -0.60
H 5.49 2.24 3.48  0.32
H -1.85 -5.67 0.96  0.30
H 1.27 5.67 -1.55  0.24
O 0.76 3.16 -2.84  -0.47
H 0.34 -4.03 -5.03  0.23
H 3.67 1.62 -1.13  0.22
O -1.38 -2.09 0.59  0.05
H 2.19 4.50 -4.23  0.31
O 0.50 -2.54 -1.84  -0.48
H -1.76 0.88 -2.88  0.17
O -0.84 1.65 3.48  -0.62
H 4.41 2.20 2.36  0.31
H 3.67 0.53 3.06  0.32
H 2.00 1.14 -0.71  -0.22
O -2.38 0.58 -0.80  -0.54
H 3.16 4.61 -3.17  0.37
H 2.84 4.70 2.06  0.35
O -4.69 -0.20 -1.42  -0.86
O 2.28 -5.22 0.94  -0.58
H -1.66 4.48 -2.87  0.28
H -1.30 -1.92 2.99  0.30
H 0.14 -0.99 1.49  -0.36
H 2.30 1.10 -3.39  0.07
H 1.64 -0.05 -1.54  -0.52
H -2.31 0.42 0.15  0.27
O -2.52 4.26 -2.56  -0.62
O 3.54 -2.45 -4.41  -0.52
O 3.13 4.51 -4.12  -0.67
H 3.59 4.75 0.75  0.32
H 4.79 -2.39 2.86  0.25
O 0.83 -1.89 4.91  -0.74
H -2.76 4.73 -1.74  0.29
H -0.30 0.88 3.60  0.00
H 3.46 -2.04 1.91  0.25
O -4.17 -2.04 3.72  -0.54
H 1.10 1.25 -5.56  0.35
O 2.05 5.16 -1.32  -0.59
H 3.89 -3.30 -4.27  0.28
O 4.11 2.35 -1.48  -0.60
O -1.98 -0.88 -5.05  -0.59
H 0.32 -4.35 1.68  0.29
H -1.01 0.04 1.09  -0.29
O 1.94 2.28 2.85  -0.52
O 2.64 0.05 5.49  -0.55
H -2.36 -4.41 1.61  0.25
H 2.34 0.55 3.24  0.15
O -0.23 2.89 1.08  -0.46
O -3.16 1.73 1.15  -0.51
H -2.70 -5.25 2.91  0.31
O 1.67 0.88 -1.55  1.69
O -3.34 1.60 -3.81  -0.67
O -1.55 -2.03 3.91  -0.69
O 2.94 -0.20 3.13  -0.24
H 3.48 0.02 -3.50  0.23
H -5.06 2.95 3.10  0.34
H 1.44 -1.48 4.22  0.22
H -6.09 -2.20 0.91  0.29
H -0.13 2.98 -2.55  -0.06
O -0.91 0.92 -3.27  0.08
H -2.17 -2.08 -2.73  0.45
H -1.05 -0.75 -5.23  0.37
O -5.48 -2.75 1.40  -0.59
O 3.70 5.12 1.71  -0.68
O 5.19 1.76 2.63  -0.66
H -0.40 -2.35 -1.34  -0.04
O 3.78 -0.77 -0.95  -0.67
H -1.05 0.34 -4.03  -0.11
H 4.99 2.50 -1.15  0.26
O -3.25 -2.81 -3.68  -0.71
H 1.94 4.22 -1.49  0.25
H -1.41 0.22 -1.14  0.27
H -3.63 -3.73 -3.59  0.29
H 1.23 -3.17 1.39  0.10
O -0.30 -0.17 1.72  1.22
H -4.07 -2.35 -3.27  0.32
H -0.42 2.50 0.20  0.17
H 0.48 -3.50 -2.09  0.26
H -3.40 -2.41 4.22  0.19
H -5.45 -2.41 2.33  0.32
H -3.82 1.47 -2.98  0.34
H 0.55 -0.93 5.07  0.43
O -1.46 -1.39 -2.43  0.36
H 0.38 5.83 4.00  0.28
H 4.31 -2.11 -4.91  0.28
O -5.36 2.16 2.61  -0.64
H -3.91 -0.49 -1.99  0.14
H -1.17 -2.58 -0.16  0.01
H -4.13 0.25 -0.75  0.36
H -4.07 1.51 1.42  0.30
H -2.73 2.11 1.91  0.25
O -2.16 -4.77 0.70  -0.63
H 2.93 -1.23 -0.85  0.28
O 0.18 5.34 3.23  -0.55
H 2.85 -4.92 1.64  0.29
O 0.51 -3.46 1.94  -0.38
O 2.85 0.54 -3.96  -0.64
H -1.97 -1.82 -4.77  0.45
H 2.39 -6.15 0.77  0.25
H -4.82 1.50 3.04  0.28
H -0.68 2.48 1.88  0.14
H 1.23 2.43 2.24  0.12
H 2.58 -0.15 6.44  0.27
H -4.39 -1.32 4.31  0.26
O 0.17 -3.33 -4.43  -0.52
H -1.16 -1.43 -3.52  -0.34
H -0.71 -2.35 4.31  0.42
H 1.45 2.45 3.68  0.27
H -1.11 1.77 4.40  0.27
H -2.20 -1.49 0.57  0.24
H 1.03 -2.89 -4.32  0.30

Summary:
**Frontier orbital gap**: 0.330 Eh
**Charge**: 0
**E_LUMO**: -0.8 eV
**M**: 720.6 g/mol
**HOMO**: -9.83 eV

Model three:
A 40-piece molecular cluster, H80O40 overall. Source: the OMol25 dataset; level of theory: ωB97M-V/def2-TZVPD.

Last column: Mulliken charge in e.
CARTESIAN COORDINATES (ANGSTROEM)
H -0.09 -4.07 1.47  0.14
H 3.76 3.14 -3.06  0.31
H 1.45 -1.74 5.05  0.22
O -1.80 4.67 0.33  -0.73
H 1.22 -2.17 2.39  0.60
H -0.20 -0.55 -0.74  -0.15
H -3.83 -2.20 -1.85  0.25
H -1.13 0.76 1.42  0.16
H 0.72 -5.84 0.49  0.33
H 0.62 -0.95 6.13  0.31
O 4.81 -3.22 1.09  -0.62
H -0.29 0.78 3.80  0.28
H 2.38 -0.83 1.87  0.26
H 0.52 -1.64 3.54  -0.13
O -2.28 -0.22 -6.30  -0.62
O 0.24 0.18 3.26  -0.72
O -2.03 -5.20 -2.47  -0.55
O -1.07 -0.09 -0.93  0.24
H 2.59 -2.06 -5.22  0.32
O 5.69 0.88 0.46  -0.59
O -0.59 -4.62 2.06  -0.74
O 1.27 -6.41 -0.05  -0.68
O -0.99 -2.97 -4.99  -0.66
H 1.61 -2.88 -4.40  0.26
H 3.13 -4.44 4.47  0.29
H 5.59 -0.03 0.70  0.29
O -2.06 5.61 -2.01  -0.60
H -4.21 3.36 -1.47  0.24
H -0.47 -0.50 3.09  0.18
H 0.91 5.61 3.93  0.27
H -2.51 -0.80 1.54  0.29
O 1.51 4.89 4.04  -0.61
H -1.50 5.76 -1.26  0.25
H 4.65 4.23 -2.42  0.30
H 0.67 2.34 -0.38  0.14
O 0.32 3.03 0.19  -0.42
H -1.79 1.12 6.42  0.26
H -1.94 -2.91 -4.91  0.31
H -4.02 -2.40 1.38  0.38
O -4.87 1.28 -3.07  -0.51
H -2.09 -4.40 -0.38  0.15
H -3.31 1.38 0.29  0.22
H -3.02 5.65 -2.10  0.28
H 1.86 -4.60 -1.21  0.31
H -1.91 -0.88 -5.69  0.24
H 1.03 3.28 0.79  0.24
O 1.66 -0.11 -1.52  0.11
H -2.70 -3.37 0.63  0.16
H 1.91 1.02 1.21  0.45
H -0.69 2.30 1.66  0.29
H -3.52 1.41 -1.24  0.15
H -5.72 1.24 -3.51  0.27
H -1.58 -1.45 0.35  0.06
H 4.95 -2.87 -0.94  0.40
H 1.77 -0.96 0.42  -0.07
H -1.27 -5.07 -3.06  0.28
H 2.35 0.59 -1.62  0.09
H -2.71 -5.76 -2.89  0.26
H 1.71 -0.52 -2.37  -0.05
H 3.16 1.24 0.33  0.14
O -3.72 1.88 -0.44  -0.65
O -1.15 3.03 -2.06  -0.52
H -4.83 0.39 -2.73  0.24
H 2.97 3.10 4.70  0.36
H 5.73 -3.44 1.08  0.26
H 0.92 -6.74 -0.88  0.31
H -2.51 5.13 3.87  0.30
H 2.26 -3.09 4.68  0.32
O -2.12 -3.44 -0.15  -0.43
O -3.90 3.70 2.41  -0.61
H -0.37 -1.51 -4.19  0.24
H -0.88 4.26 0.27  0.54
O 3.13 -3.49 4.41  -0.60
H -1.36 4.02 -2.24  0.28
H -1.89 0.55 -5.89  0.36
H -2.41 3.91 0.35  0.20
O -4.58 -1.81 0.88  -0.66
O 1.66 -3.14 0.60  -0.14
O 4.42 3.94 -3.30  -0.63
H -4.00 -1.52 0.17  0.31
O -1.29 0.45 5.94  -0.54
O 1.57 -0.70 1.36  0.02
H 4.01 -3.74 1.16  0.31
O 1.38 -4.30 -2.05  -0.43
O 0.19 -1.09 -3.53  -0.34
O -1.31 1.60 1.82  -0.11
H -1.92 2.62 -1.69  0.35
H -1.47 5.12 -4.15  0.28
H -2.68 -1.01 -2.03  0.23
O -2.36 4.69 4.70  -0.62
H -3.98 4.46 1.80  0.32
H -3.76 2.94 1.84  0.26
H 0.99 -1.67 -3.33  0.06
O -4.09 4.05 -2.16  -0.52
H 1.48 4.35 4.82  0.35
H -3.02 3.99 4.65  0.29
O 4.47 1.24 -2.04  -0.46
H 1.13 -2.31 0.63  -0.02
O -1.74 -1.32 1.33  -0.60
H 2.07 1.96 5.16  0.34
O 2.61 2.66 5.53  -0.71
O 0.58 -2.49 3.13  -0.09
H 5.08 1.37 -1.31  0.26
O -1.29 4.24 -4.52  -0.67
O 2.43 1.74 0.69  -0.74
H -0.35 -4.16 2.91  0.37
H -1.16 3.59 -3.82  0.45
H -4.95 3.64 -2.56  0.32
H -1.89 -0.21 5.61  0.30
H 1.23 -3.83 1.10  0.27
O -3.56 -1.32 -2.06  -0.58
O 5.55 -2.51 -1.68  -0.66
O 2.56 -2.77 -4.58  -0.62
H 4.81 0.54 -2.62  0.25
H 6.49 1.07 1.00  0.28
H -0.66 0.39 -1.67  0.09
H 1.98 -3.83 -2.61  0.24
H -0.76 -2.39 -5.73  0.34
O 0.77 -1.84 5.76  -0.62
H 5.56 -3.01 -2.55  0.30

Summary:
**Frontier orbital gap**: 0.341 Eh
**Charge**: 0
**E_LUMO**: -0.7 eV
**M**: 720.6 g/mol
**HOMO**: -9.94 eV

Model four:
A 40-piece molecular cluster, H80O40 overall. Source: the OMol25 dataset; level of theory: ωB97M-V/def2-TZVPD.

Last column: Mulliken charge in e.
CARTESIAN COORDINATES (ANGSTROEM)
O 1.95 -0.83 3.38  -0.54
H -4.66 -1.05 -2.02  0.30
O 5.04 -0.73 -0.36  -0.36
O -2.98 1.40 -4.10  -0.66
H 3.37 1.59 -1.82  0.22
O -4.49 -1.87 -1.45  -0.65
H 0.31 -0.96 -0.86  -0.26
H 0.56 1.55 -5.59  0.34
O -2.68 -5.22 0.31  -0.43
H 2.23 4.47 -2.57  0.23
O 0.23 -3.36 -4.16  -0.72
H -3.54 3.69 -3.69  0.26
H -2.18 -4.26 -1.90  0.27
O -5.03 1.50 1.25  -0.59
H -5.23 1.55 -2.30  0.30
O 1.13 2.92 2.79  -0.57
H -1.34 -4.37 3.69  0.31
H -0.15 -5.36 1.19  0.33
H -0.69 2.47 -1.80  0.07
H 4.77 2.24 3.11  0.28
H 0.03 -2.63 -4.73  0.40
H -0.59 2.11 -4.65  0.22
O -1.47 1.82 2.54  -0.13
H 2.24 -3.93 3.11  0.38
O 3.04 1.39 -2.73  -0.79
H 1.30 -2.99 0.22  0.14
H 0.45 2.82 3.44  0.34
O -2.19 -4.61 3.30  -0.65
H -2.30 2.14 2.99  0.12
H 4.46 0.61 3.57  0.31
H 4.26 -0.67 -3.80  0.36
O 0.22 4.64 4.65  -0.65
H -0.09 -0.53 -6.16  0.34
O -2.65 -0.42 0.89  -0.28
H 4.67 -4.12 1.14  0.31
O -2.54 -2.85 0.37  -0.40
O -0.88 2.95 -0.97  -0.51
H 1.77 1.42 0.52  0.17
O -3.38 0.48 5.57  -0.71
O 4.73 -0.52 -3.00  -0.68
O 1.86 -2.24 -1.88  0.00
O -0.91 0.09 -5.99  -0.74
H -3.54 5.46 -1.57  0.27
H -0.48 -0.50 -2.97  0.30
O 3.13 -3.84 3.47  -0.62
H 5.86 -1.16 -0.48  0.19
O 5.31 2.07 -0.77  -0.63
H 4.58 -2.62 -3.16  0.29
H -4.65 2.53 4.80  0.29
H 1.54 -2.89 -2.52  0.33
O -4.57 0.85 -2.15  -0.67
H 2.66 -0.11 4.55  0.53
H -0.56 -5.03 -0.16  0.31
O 1.48 -2.85 1.21  -0.25
H 1.05 4.39 4.30  0.34
H -2.92 3.59 -2.20  0.51
H -0.21 -2.97 -3.38  0.18
O 0.42 1.02 -2.38  0.55
H -5.98 1.50 0.95  0.28
H -1.30 5.54 1.18  0.32
H 3.56 -3.50 2.69  0.21
O 4.64 -3.53 -2.85  -0.59
H -1.71 -0.56 0.72  0.29
H 2.06 3.31 -3.56  0.26
O -0.96 -0.75 5.68  -0.61
H -1.59 1.00 2.08  0.05
H 2.47 -2.83 1.08  0.18
H -0.88 -0.15 -4.97  0.37
O -1.13 -0.83 -3.66  -0.47
H -3.54 -3.85 -2.51  0.33
H -2.54 -3.89 2.76  0.29
O 5.20 -3.38 1.45  -0.63
H 3.88 -3.69 -2.30  0.29
H -2.73 -3.03 -0.58  -0.10
O -3.65 3.40 -2.77  -0.70
H -3.41 -0.49 5.54  0.33
O 4.76 1.32 2.89  -0.60
O 0.21 2.33 -5.10  -0.65
H 4.94 -0.31 0.48  0.16
O -0.64 -1.26 -0.70  0.26
H -3.87 1.50 -1.76  0.40
H 5.31 -3.46 2.42  0.27
H 2.83 -2.20 -1.97  -0.18
H -3.20 -5.87 -0.21  0.23
H 0.71 1.23 -3.26  0.02
H -4.67 0.60 1.35  0.29
H -3.07 1.15 4.91  0.40
H 1.76 0.10 3.11  0.16
H 1.31 0.99 -1.93  -0.01
H 3.52 -0.19 5.83  0.32
H 3.92 1.45 -3.08  0.41
H -2.02 -0.67 -3.26  -0.01
H -0.98 0.00 5.12  0.31
H -3.27 0.51 -4.29  0.20
H -2.14 6.35 -1.60  0.27
H 4.61 -0.19 -2.14  0.42
H 3.26 1.38 1.07  0.22
H 6.12 1.76 -0.33  0.33
O 2.97 0.38 5.31  -0.68
H -3.15 -2.40 0.94  0.19
O 1.83 3.59 -2.66  -0.45
H -0.37 5.16 4.10  0.33
H -2.51 -5.68 1.14  0.26
H -1.38 -0.63 6.52  0.29
H -3.40 1.58 -3.19  0.45
O -2.60 5.53 -1.57  -0.55
O 2.61 0.89 0.57  -0.49
H -3.51 -2.24 -1.34  0.62
H -0.85 -2.09 -0.14  0.06
H -3.25 -0.35 0.17  0.18
H -0.02 6.00 2.07  0.31
H 0.59 3.28 2.04  0.23
O -0.02 -5.69 0.29  -0.66
O -2.64 -3.48 -2.26  -0.64
O -4.04 2.70 4.03  -0.61
H 4.55 2.07 -0.19  0.24
H -4.02 3.64 4.00  0.26
O -0.99 6.03 1.98  -0.66
H -0.52 3.76 -1.34  0.23
H 1.17 -1.15 2.94  0.17

Summary:
**Frontier orbital gap**: 0.374 Eh
**Charge**: 0
**E_LUMO**: -0.3 eV
**M**: 720.6 g/mol
**HOMO**: -10.44 eV

Energies, relative to the best one, in kcal/mol: model one 108.9; model two 59.3; model three 0.0; model four 35.2.